{
  "formula": "C27H66BrFINO13P2Si2",
  "method": "ωB97M-V with the def2-TZVPD basis set",
  "symbols": ["C", "O", "H", "H", "P", "O", "H", "C", "H", "H", "C", "C", "C", "C", "Si", "O", "C", "H", "C", "H", "H", "H", "H", "H", "C", "H", "C", "H", "C", "H", "C", "C", "H", "H", "H", "H", "H", "H", "H", "H", "C", "H", "H", "H", "H", "H", "H", "H", "H", "H", "C", "Br", "H", "C", "H", "C", "P", "C", "H", "O", "C", "C", "H", "H", "C", "H", "H", "O", "O", "H", "H", "O", "H", "C", "H", "Si", "C", "H", "H", "O", "H", "O", "H", "I", "H", "O", "F", "H", "H", "H", "H", "C", "H", "H", "H", "H", "O", "H", "H", "C", "H", "H", "H", "C", "O", "O", "H", "H", "H", "H", "H", "C", "H", "N"],
  "coordinates": [[-2.25, 6.21, 2.45], [-1.99, 4.94, 3.01], [9.15, -7.73, 0.08], [-3.27, 6.55, 2.67], [-1.45, -8.03, -2.32], [0.32, 2.47, 4.50], [6.87, -2.52, -1.26], [0.12, 2.81, 2.12], [0.73, 1.01, 3.10], [-2.16, -3.37, 0.90], [3.00, -5.68, 0.19], [-3.74, 10.12, 1.61], [0.52, -6.18, -0.15], [-5.18, 9.73, -1.19], [-0.55, -6.06, -1.65], [5.46, -5.49, -1.95], [-6.71, 10.11, 3.76], [-6.00, 9.38, -1.82], [6.22, -4.55, -1.20], [0.29, -8.94, -1.32], [-3.85, 11.78, -2.16], [-1.34, -0.65, -0.76], [0.23, 1.93, 6.45], [-5.12, -2.61, 1.02], [-4.52, 10.11, 2.90], [-4.47, 9.11, 3.36], [7.91, -2.60, -3.80], [-4.16, -3.44, 2.26], [0.52, -2.01, -3.34], [-2.11, 6.21, 1.37], [-2.83, 3.93, 2.48], [-0.30, -0.98, -0.62], [-2.80, -9.24, -1.10], [-0.52, -0.14, -3.74], [7.03, -2.53, -4.45], [6.95, -5.75, -3.39], [-7.72, 10.41, 3.49], [6.06, -8.00, -1.53], [-0.15, -2.54, -4.01], [0.12, -2.19, 1.17], [0.01, -1.14, 0.87], [-4.55, -4.27, 0.74], [8.10, -1.61, -3.37], [7.11, -5.01, -0.76], [-4.06, 10.82, 3.60], [0.99, -0.35, -4.63], [0.05, 3.88, 2.34], [-3.81, 3.96, 2.97], [4.01, -5.94, -0.10], [0.03, -6.83, 0.58], [-2.22, 2.56, 2.69], [-2.76, -3.33, -3.89], [-6.02, 9.15, 0.71], [0.69, 1.57, 5.52], [0.96, -0.66, 1.13], [-3.02, -2.78, 0.56], [0.07, -2.52, -1.59], [0.51, -0.52, -3.67], [-2.98, 4.10, 1.40], [-1.79, -5.03, -1.43], [0.84, 2.09, 3.24], [6.80, -7.53, -2.19], [5.44, -6.68, -3.57], [5.77, -2.97, -2.58], [-4.91, 11.94, -1.93], [0.71, 2.68, 1.22], [8.77, -2.89, -4.40], [-3.94, 8.97, 0.80], [-2.49, -8.32, -1.11], [-3.94, 11.04, 1.06], [1.91, 2.34, 3.18], [7.94, -7.16, -1.44], [-2.91, -8.21, -3.96], [-5.16, 8.89, 0.08], [-6.42, 10.63, 4.68], [-1.97, -3.44, -1.83], [6.62, -3.31, -1.98], [-5.50, 11.78, -2.84], [7.46, -8.25, 0.26], [-5.87, 10.47, 2.68], [5.55, -4.23, -0.40], [-0.28, -9.13, -2.07], [1.77, 1.53, 5.66], [2.97, -5.70, 2.33], [0.33, 0.56, 5.31], [7.74, -3.58, -2.81], [0.34, -5.57, -2.90], [-4.24, 9.57, -1.73], [-6.68, 9.03, 3.94], [2.14, -7.63, -0.04], [-2.68, 10.09, 1.87], [8.28, -8.11, -0.46], [0.52, -5.18, 0.30], [8.53, -9.08, -0.90], [2.19, -6.65, -1.49], [1.04, 0.08, -2.93], [-5.34, 11.10, -0.88], [-1.93, 2.44, 3.73], [-0.76, -0.69, 1.49], [-4.29, -3.30, 1.18], [-1.54, 6.91, 2.90], [1.52, -2.43, -3.51], [-3.00, 1.83, 2.45], [1.97, -6.62, -0.42], [-1.15, 2.26, 1.81], [-3.14, -2.82, -0.87], [-2.83, -1.74, 0.84], [2.79, -4.65, -0.09], [7.08, -8.25, -2.96], [-5.25, 7.85, -0.23], [0.31, -0.19, -1.06], [6.18, -6.32, -2.85], [-5.06, 12.97, -1.59], [-1.93, -8.05, -3.78]],
  "homo_energy_ev": -8.48,
  "e_tot_ev": -172374.536,
  "lumo_ha": 0.014,
  "orbital_gap_ev": 8.9
}


{
  "formula": "C22H32F12NO10",
  "method": "ωB97M-V with the def2-TZVPD basis set",
  "symbols": ["H", "C", "H", "H", "C", "C", "C", "C", "C", "H", "H", "H", "F", "H", "O", "H", "F", "F", "C", "H", "H", "H", "O", "O", "C", "C", "H", "O", "F", "O", "H", "H", "F", "C", "H", "H", "C", "O", "O", "C", "H", "H", "H", "C", "C", "H", "H", "N", "C", "F", "H", "O", "C", "C", "F", "H", "H", "C", "F", "H", "H", "H", "O", "F", "F", "H", "H", "C", "C", "C", "C", "F", "F", "H", "H", "O", "H"],
  "coordinates": [[-3.66, -3.86, 1.40], [1.95, -3.87, 0.93], [-2.39, 0.35, 2.19], [3.30, 5.09, -1.10], [8.69, -4.12, -2.70], [-1.07, -2.71, -0.39], [-8.67, 2.94, 1.81], [-8.05, 1.61, 2.32], [-8.76, 5.97, 2.30], [-3.05, -1.36, 2.25], [5.46, -3.58, -3.82], [4.75, -3.35, -2.22], [10.87, -3.62, -3.47], [6.70, -4.53, -1.18], [-9.83, 3.06, 1.55], [4.07, 3.58, -0.57], [-7.29, 1.83, 3.40], [0.89, 3.56, 1.62], [3.41, -0.23, -2.33], [-2.42, -3.41, 2.54], [-8.07, 6.07, 3.13], [4.42, 4.25, -2.18], [-7.72, 3.84, 1.68], [1.23, -3.50, -0.16], [-2.78, -3.18, 1.52], [0.34, -2.35, -0.01], [1.69, 3.18, -1.27], [-2.17, 4.10, 2.51], [-0.27, 5.30, 1.07], [2.95, 1.19, -0.44], [0.40, -2.00, 1.02], [2.64, -1.86, 1.36], [10.36, -5.71, -3.25], [5.69, -3.45, -2.76], [-0.94, -4.30, 1.07], [5.87, -5.56, -2.36], [-2.68, 1.40, 2.22], [2.88, 2.05, -2.54], [-1.56, 2.11, 1.61], [3.06, 1.10, -1.63], [3.48, -3.16, 2.26], [0.74, -1.56, -0.66], [-2.19, -4.52, -0.12], [9.89, -4.50, -3.60], [6.44, -4.64, -2.23], [-9.68, 5.51, 2.65], [6.26, -2.53, -2.63], [-3.13, -1.79, 1.34], [-1.71, -3.76, 0.51], [9.54, -4.56, -4.89], [-8.81, 5.00, 0.36], [8.76, -3.26, -1.86], [-1.48, 3.40, 1.83], [3.64, 4.11, -1.43], [2.35, -0.71, -2.99], [-1.05, -3.04, -1.43], [-2.75, 1.74, 3.26], [-3.95, 1.62, 1.44], [-0.25, 3.56, -0.22], [2.04, 3.86, -2.86], [-4.25, 2.67, 1.44], [-4.74, 1.02, 1.89], [7.66, -4.88, -2.99], [-9.00, 0.74, 2.64], [-7.28, 1.08, 1.37], [-7.21, 5.59, 0.84], [-3.81, 1.26, 0.42], [3.03, -2.88, 1.31], [-8.13, 5.14, 1.20], [-0.26, 3.97, 1.06], [2.47, 3.34, -2.00], [4.40, -0.07, -3.22], [3.80, -1.13, -1.43], [3.78, -2.90, 0.52], [-8.99, 6.96, 1.92], [1.81, -4.93, 1.46], [-1.68, -1.80, -0.30]],
  "homo_energy_ev": -2.09,
  "charge": -1,
  "e_tot_ev": -77908.742,
  "lumo_ha": 0.080,
  "orbital_gap_ev": 4.3
}


{
  "formula": "C3H7NO2",
  "method": "ωB97M-V with the def2-TZVPD basis set",
  "symbols": ["O", "N", "H", "H", "O", "H", "C", "C", "H", "H", "H", "C", "H"],
  "coordinates": [[0.55, -0.07, 1.53], [-1.22, -0.08, 0.39], [2.68, 0.15, -1.54], [-2.78, -0.94, -0.71], [0.81, 0.04, -0.76], [-1.59, -0.04, -1.67], [-2.14, -0.06, -0.72], [2.23, 0.07, -0.55], [2.56, -0.84, -0.05], [-0.73, -0.11, 1.65], [2.50, 0.93, 0.06], [0.08, -0.03, 0.33], [-2.78, 0.83, -0.67]],
  "homo_energy_ev": -9.20,
  "e_tot_ev": -8807.804,
  "lumo_ha": 0.034,
  "relative_energy_ev": 2.7246,
  "orbital_gap_ev": 10.1
}


{
  "formula": "C23H21BiN2O2Te",
  "method": "ωB97M-V with the def2-TZVPD basis set",
  "symbols": ["H", "H", "H", "C", "C", "H", "C", "C", "C", "O", "C", "H", "C", "C", "H", "Bi", "C", "H", "H", "H", "C", "H", "Te", "C", "C", "N", "H", "H", "C", "H", "H", "H", "H", "H", "C", "N", "C", "H", "C", "C", "C", "O", "C", "C", "H", "H", "C", "C", "C", "H"],
  "coordinates": [[-0.40, 1.89, 5.96], [-2.70, -0.46, 2.66], [2.75, 0.60, 4.36], [3.65, 2.46, -0.69], [-1.26, -1.32, -2.71], [1.03, 1.08, 6.60], [0.33, 1.63, -2.26], [2.52, 1.70, -1.04], [2.89, 4.31, -2.04], [2.38, 0.49, -0.52], [-0.59, -0.72, 2.91], [4.37, 2.01, -0.02], [-4.80, -1.66, -3.99], [1.81, 0.23, 3.96], [4.71, 4.29, -0.91], [1.58, -1.23, -1.60], [-2.73, -3.28, -3.08], [-5.60, -1.03, -4.34], [1.21, 2.45, 5.51], [3.99, -0.69, 2.97], [-4.96, -3.04, -3.94], [-3.46, -0.02, -3.61], [0.61, -2.48, 0.74], [-1.93, -1.19, 2.42], [-3.60, -1.09, -3.58], [-1.20, -0.02, -2.57], [-2.21, -2.13, 2.90], [1.00, 4.03, -3.00], [-2.56, -1.90, -3.13], [-4.07, -4.92, -3.44], [-1.95, -1.36, 1.34], [-1.92, -3.90, -2.72], [3.35, -0.65, 1.33], [-5.90, -3.49, -4.27], [0.61, 0.63, 4.54], [0.06, 0.38, -2.15], [3.83, 3.73, -1.19], [3.03, 5.31, -2.43], [-0.57, 0.14, 4.00], [1.56, 2.29, -1.88], [-3.93, -3.85, -3.48], [-0.28, -2.14, -2.51], [3.19, -1.05, 2.33], [1.76, 3.59, -2.36], [3.26, -2.14, 2.27], [-0.46, 2.25, -2.69], [1.85, -0.64, 2.87], [0.61, 1.57, 5.71], [0.64, -1.10, 2.35], [-1.51, 0.44, 4.44]],
  "homo_energy_ev": -7.86,
  "e_tot_ev": -44400.403,
  "lumo_ha": -0.016,
  "orbital_gap_ev": 7.4
}


- What is the formula in the second record?
  C22H32F12NO10